Entry 1:
92
Properties=species:S:1:pos:R:3:forces:R:3 method="wB97M-V/def2-TZVPD" max_force_ev_per_a=0.28 e_homo_ha="-0.260 / -0.308" relative_energy_ev=0.553 e_lumo_ev="0.31 / -0.41" multiplicity=3
Pt 1.194 -0.141 -0.429 -0.2 0.1 0.2
N 1.139 -2.551 -0.566 -0.2 0.0 0.0
C 1.983 -3.635 -1.115 0.1 0.0 0.0
C 1.914 -3.741 -2.643 -0.1 -0.1 0.0
C 3.280 -3.909 -3.309 0.0 -0.1 0.1
C 4.142 -2.657 -3.336 0.0 0.0 0.0
N 3.552 -1.673 -4.245 0.0 0.0 -0.1
H 1.128 -2.635 0.446 0.0 0.0 0.0
H 0.184 -2.708 -0.865 0.1 -0.1 0.0
H 1.642 -4.579 -0.677 0.1 -0.1 0.0
H 3.008 -3.478 -0.775 0.0 0.2 0.0
H 1.389 -2.876 -3.056 0.1 0.1 0.0
H 1.321 -4.624 -2.898 -0.1 0.1 0.0
H 3.135 -4.251 -4.339 0.0 0.0 0.0
H 3.822 -4.713 -2.801 0.0 0.0 0.0
H 5.165 -2.939 -3.616 0.0 0.0 0.0
H 4.195 -2.212 -2.341 0.0 0.0 0.0
H 3.476 -2.068 -5.176 0.0 0.0 0.0
H 4.146 -0.857 -4.324 0.0 0.0 0.0
O 3.391 -0.417 -0.914 0.0 -0.1 0.0
N 4.056 0.330 -1.703 0.0 0.1 0.0
C 3.410 1.002 -2.636 0.1 0.0 0.0
C 2.012 0.806 -2.809 -0.1 0.0 0.2
N 0.890 0.518 -2.777 -0.1 0.0 -0.3
C 4.156 1.838 -3.518 0.0 0.0 0.0
N 4.757 2.486 -4.253 0.0 0.0 0.0
C 3.450 0.846 3.911 0.0 0.0 0.0
N 3.129 1.571 2.691 0.1 0.0 0.0
C 3.567 2.864 2.507 0.0 0.0 0.0
C 3.319 3.550 1.386 0.0 0.0 0.0
C 2.565 2.918 0.301 0.1 0.0 0.0
O 2.345 3.463 -0.770 0.0 0.0 0.0
N 2.106 1.647 0.578 0.1 0.0 0.0
C 2.400 0.978 1.695 -0.1 0.0 0.0
O 1.973 -0.204 1.819 0.0 0.0 0.0
H 4.512 0.952 4.132 0.0 0.0 0.0
H 3.218 -0.202 3.757 0.0 0.0 0.0
H 2.866 1.224 4.752 0.0 0.0 0.0
H 4.131 3.276 3.334 0.0 0.0 0.0
H 3.681 4.557 1.248 0.0 0.0 0.0
C -1.767 4.829 0.140 0.0 0.0 0.0
C -1.533 4.203 -1.244 0.0 0.0 0.0
C -0.923 2.797 -1.143 0.0 0.0 0.0
C -1.443 2.092 0.117 -0.1 0.0 -0.1
C -0.936 2.809 1.384 0.0 0.0 0.0
C -0.730 4.310 1.130 0.0 0.0 0.0
P -1.071 0.293 0.094 0.2 0.0 0.0
C -2.284 -0.338 -1.152 0.1 0.0 0.0
C -3.790 -0.013 -0.961 0.0 0.0 0.0
C -4.751 -1.151 -0.553 0.0 0.0 0.0
C -4.211 -2.560 -0.806 0.0 0.0 0.0
C -3.246 -2.557 -1.984 0.0 0.0 0.0
C -1.994 -1.801 -1.558 0.0 0.0 0.0
C -1.473 -0.234 1.806 0.0 0.0 0.0
C -2.891 0.040 2.308 0.0 0.0 0.0
C -2.898 0.022 3.844 0.0 0.0 0.0
C -1.908 -1.014 4.403 0.0 0.0 0.0
C -1.743 -2.174 3.427 0.0 0.0 0.0
C -1.089 -1.693 2.120 0.0 0.0 0.0
H -2.768 4.574 0.508 0.0 0.0 0.0
H -1.735 5.917 0.073 0.0 0.0 0.0
H -0.851 4.833 -1.821 0.0 0.0 0.0
H -2.474 4.168 -1.799 0.0 0.0 0.0
H 0.166 2.858 -1.094 0.0 0.0 0.0
H -1.153 2.229 -2.046 0.0 0.0 0.0
H -2.537 2.168 0.111 0.0 0.0 0.0
H 0.003 2.371 1.721 0.0 0.0 0.0
H -1.662 2.667 2.191 0.0 0.0 0.0
H 0.268 4.482 0.718 0.0 0.0 0.0
H -0.780 4.849 2.077 0.0 0.0 0.0
H -1.961 0.270 -2.002 0.0 0.0 0.0
H -4.133 0.376 -1.921 0.0 0.0 0.0
H -3.919 0.816 -0.264 0.0 0.0 0.0
H -5.664 -1.021 -1.138 0.0 0.0 0.0
H -5.055 -1.048 0.490 0.0 0.0 0.0
H -5.039 -3.255 -0.958 0.0 0.0 0.0
H -3.664 -2.917 0.074 0.0 0.0 0.0
H -3.708 -2.092 -2.861 0.0 0.0 0.0
H -2.974 -3.575 -2.270 0.0 0.0 0.0
H -1.228 -1.808 -2.336 0.0 0.0 0.0
H -1.596 -2.357 -0.704 0.0 0.0 0.0
H -0.786 0.399 2.381 0.0 0.0 0.0
H -3.552 -0.738 1.921 0.0 0.0 0.0
H -3.283 0.992 1.945 0.0 0.0 0.0
H -3.909 -0.192 4.199 0.0 0.0 0.0
H -2.640 1.016 4.218 0.0 0.0 0.0
H -2.245 -1.371 5.378 0.0 0.0 0.0
H -0.930 -0.551 4.567 0.0 0.0 0.0
H -2.726 -2.606 3.218 0.0 0.0 0.0
H -1.143 -2.972 3.866 0.0 0.0 0.0
H -1.391 -2.360 1.308 0.0 0.0 0.0
H -0.001 -1.742 2.210 0.0 0.0 0.0

Entry 2:
89
Properties=species:S:1:pos:R:3:forces:R:3 method="wB97M-V/def2-TZVPD" charge=+2 max_force_ev_per_a=3.10 e_homo_ha="-0.468 / -0.487" relative_energy_ev=2.389 e_lumo_ev="-5.68 / -8.47" multiplicity=3
C 2.476 4.928 -1.429 0.5 -0.1 -0.4
C 1.381 4.784 -2.302 0.2 -0.1 -0.1
C 1.637 4.339 -3.610 0.4 0.0 0.0
C 2.971 4.152 -4.015 -0.7 -0.1 0.5
N 4.002 4.292 -3.185 0.2 0.6 0.0
C 3.778 4.709 -1.931 -1.3 -0.3 -0.3
C 0.005 4.856 -1.838 -0.8 -1.3 0.8
C -1.032 4.422 -1.355 1.4 0.4 -0.6
C -1.777 3.325 -0.783 0.7 -0.1 0.0
C -1.303 2.072 -1.189 -0.3 -0.1 0.0
C -1.727 0.906 -0.534 0.0 0.4 0.1
C -2.426 1.154 0.678 -1.6 -0.9 -2.0
C -3.206 2.276 0.865 0.1 0.7 0.3
C -2.785 3.409 0.195 -0.3 -0.1 -0.2
Pd -1.086 0.169 1.551 1.9 -2.4 -0.2
P 1.214 -0.389 0.025 0.3 0.1 -0.5
H 0.820 4.047 -4.274 0.2 0.5 0.1
H 2.340 5.105 -0.365 -0.1 0.4 -0.3
H 3.185 3.853 -5.049 0.0 0.0 0.5
H 4.647 4.858 -1.294 -0.1 -0.1 -0.1
H -3.228 4.365 0.417 -0.2 0.1 0.0
H -0.570 2.038 -1.989 -0.3 0.0 -0.1
H -4.069 2.236 1.510 0.1 0.3 0.4
H -1.574 -0.124 -0.900 0.1 1.1 0.3
C 1.990 -2.066 0.078 -0.2 0.1 0.4
C 3.145 -2.339 -0.887 0.4 -0.3 0.1
H 1.167 -2.775 -0.122 0.3 0.1 0.2
H 2.311 -2.210 1.122 -0.1 -0.1 -0.3
H 3.502 -3.360 -0.702 0.0 0.1 -0.1
H 2.849 -2.289 -1.941 0.0 0.0 0.3
H 4.005 -1.674 -0.732 -0.4 -0.2 -0.1
C 1.397 -0.033 -1.798 -0.6 -0.2 0.4
C 2.691 0.602 -2.266 0.3 0.2 -0.6
H 0.544 0.595 -2.064 0.3 -0.1 -0.1
H 1.232 -0.993 -2.308 0.0 0.2 0.1
H 2.545 0.945 -3.294 0.1 0.1 0.1
H 2.979 1.478 -1.676 -0.1 -0.1 -0.2
H 3.530 -0.099 -2.289 -0.2 0.2 0.1
C 2.405 0.767 0.811 -0.2 0.1 0.1
C 3.888 0.429 0.800 0.5 0.4 0.1
H 2.066 0.899 1.851 0.1 0.0 -0.3
H 2.236 1.723 0.286 0.0 -0.1 0.3
H 4.394 1.166 1.434 0.0 -0.2 0.0
H 4.120 -0.563 1.200 -0.1 0.2 0.0
H 4.338 0.531 -0.192 -0.1 -0.2 0.2
Br -3.382 -0.858 1.654 -0.4 0.5 -0.4
P -2.061 -2.280 -1.864 -1.2 -0.4 -0.8
C -0.868 -3.138 -2.925 0.8 0.3 0.4
C -1.403 -4.434 -3.537 -0.2 -0.2 -0.1
H -0.004 -3.335 -2.250 -0.3 0.0 -0.6
H -0.527 -2.425 -3.698 -0.1 -0.2 0.4
H -0.603 -4.865 -4.157 -0.3 0.0 0.2
H -1.665 -5.161 -2.752 0.1 0.2 -0.4
H -2.276 -4.245 -4.185 0.4 -0.2 0.3
C -3.223 -3.401 -1.033 0.1 -0.3 1.0
C -4.620 -3.533 -1.671 -0.1 0.1 -0.4
H -3.342 -2.978 -0.007 0.1 -0.3 -0.6
H -2.745 -4.392 -0.917 -0.1 0.5 -0.1
H -5.200 -4.284 -1.107 0.3 0.4 -0.2
H -5.159 -2.569 -1.615 0.2 -0.5 -0.1
H -4.560 -3.866 -2.726 -0.1 0.2 0.6
C -2.970 -1.014 -2.808 0.1 0.8 0.3
C -3.376 -1.382 -4.236 -0.1 -0.2 -0.3
H -2.301 -0.137 -2.838 -0.2 -0.2 -0.1
H -3.846 -0.689 -2.216 0.4 -0.2 -0.1
H -3.855 -0.500 -4.693 0.2 -0.4 0.2
H -2.494 -1.634 -4.846 -0.4 0.0 0.1
H -4.098 -2.211 -4.250 0.3 0.3 -0.1
C 1.488 -3.211 4.145 0.1 -0.1 -0.3
N 1.079 -1.917 4.687 -0.5 0.6 -0.5
C 0.834 -1.913 6.130 0.2 0.2 0.4
C 0.389 -0.997 3.911 0.3 -1.1 0.1
N -0.117 -1.307 2.737 0.7 -0.3 0.3
N 0.244 0.263 4.396 -0.4 -0.1 -0.3
C 1.240 0.878 5.243 0.7 0.5 0.4
C -0.688 1.173 3.743 0.1 -0.1 0.2
H 2.219 -3.657 4.831 -0.2 0.2 -0.2
H 1.990 -3.098 3.172 -0.2 0.1 0.3
H 0.655 -3.931 4.037 0.2 0.3 0.1
H 1.709 -1.508 6.663 -0.4 -0.2 0.0
H -0.050 -1.302 6.361 0.3 -0.3 0.0
H 0.662 -2.946 6.463 0.0 0.4 -0.1
H 0.025 -2.294 2.489 -0.4 0.7 0.2
H 1.370 1.925 4.914 0.1 -0.5 0.1
H 0.925 0.906 6.294 0.2 0.0 -0.2
H 2.208 0.354 5.156 -0.5 0.2 0.1
H -0.319 1.432 2.691 0.0 0.5 0.8
H -1.707 0.751 3.742 0.4 0.3 0.2
H -0.691 2.128 4.266 -0.1 -0.1 0.0